Record 1
Formula: C28H36BeCl2FLiNa2O14
Source: the OMol25 dataset
Level of theory: ωB97M-V with the def2-TZVPD basis set

The geometry in XYZ format:
```
85
C28H36BeCl2FLiNa2O14 | the OMol25 dataset | ωB97M-V with the def2-TZVPD basis set
C 3.83 -3.36 3.55
O 3.05 -2.50 2.64
C 1.75 -2.09 3.28
C 0.49 -2.81 2.52
C -0.44 -1.77 1.62
C -1.63 -1.05 2.49
C -1.27 0.47 3.01
C -2.56 1.47 3.13
C -3.94 0.76 3.67
C -5.10 0.73 2.49
C -6.18 -0.42 2.94
C -5.66 -1.98 2.64
C -7.06 -2.89 2.70
C -7.65 -3.42 1.45
C -9.08 -4.26 1.60
O -9.51 -5.03 0.59
C -10.01 -4.11 2.98
C -9.40 -3.55 4.24
C -7.79 -3.13 4.16
O -7.10 -2.98 5.32
H 4.68 -3.90 2.91
H 4.39 -2.77 4.40
H 3.22 -4.22 4.06
H 1.71 -0.92 3.30
H 1.81 -2.53 4.38
H 0.96 -3.57 1.73
H -0.16 -3.48 3.25
H -0.99 -2.47 0.82
H 0.20 -1.01 0.98
H -2.03 -1.72 3.39
H -2.56 -0.94 1.75
H -0.65 0.48 4.02
H -0.55 0.96 2.20
H -2.28 2.31 3.93
H -2.74 2.03 2.11
H -4.37 1.40 4.56
H -3.81 -0.33 4.06
H -4.69 0.48 1.42
H -5.69 1.76 2.51
H -7.17 -0.28 2.32
H -6.48 -0.30 4.09
H -4.85 -2.35 3.42
H -5.24 -2.03 1.52
H -7.16 -3.27 0.39
H -11.15 -4.43 2.97
H -9.99 -3.45 5.26
C -2.95 4.70 1.68
O -2.83 5.60 0.86
O -3.91 3.93 1.76
O -2.12 4.42 2.55
Na 5.15 -4.16 0.99
C 6.08 -2.35 -3.85
C 6.61 -1.49 -4.73
C 6.02 -0.16 -4.95
O 6.50 0.63 -5.75
C 4.81 0.19 -4.17
C 4.28 -0.67 -3.29
C 4.87 -2.00 -3.07
O 4.39 -2.79 -2.27
H 6.50 -3.33 -3.68
H 7.49 -1.73 -5.31
H 4.39 1.17 -4.34
H 3.40 -0.43 -2.71
O 9.20 5.70 -2.60
C 8.81 5.06 -3.56
O 8.08 3.91 -3.47
C 7.89 3.37 -4.78
C 8.09 4.52 -5.72
C 9.11 5.37 -5.00
H 8.63 2.57 -4.93
H 6.89 2.94 -4.86
H 8.41 4.22 -6.72
H 7.15 5.08 -5.82
H 10.13 5.06 -5.23
H 8.96 6.43 -5.20
Na -1.75 -1.85 -0.82
Cl 4.85 -1.25 -6.81
Li 3.65 2.88 -3.96
Be -4.45 5.27 -0.16
O 1.13 4.31 -4.51
Cl -0.25 4.50 -4.91
O -1.10 3.63 -4.13
O -0.40 4.19 -6.32
O -0.64 5.88 -4.68
F -10.15 -6.89 1.70
```

The value obtained for the highest occupied orbital energy is -0.201 Eh. The HOMO-LUMO gap comes out at 1.12 eV. For the largest force on an atom, the calculation gives 8.502 eV/A. The spin multiplicity is 1. The calculated total energy comes out at -3507.93323 Ha. The total charge is 0.

These are the Löwdin partial charges, in e, on atoms 1 to 2: number 1, C, carries -0.11; number 2, O, carries -0.27


Record 2
Formula: C28H36Cl5N4O5P2S3W
Source: the OMol25 dataset
Level of theory: ωB97M-V with the def2-TZVPD basis set

The geometry in XYZ format:
```
84
C28H36Cl5N4O5P2S3W | the OMol25 dataset | ωB97M-V with the def2-TZVPD basis set
W -0.44 -0.75 1.19
O -0.87 -2.17 -0.44
N -0.24 -3.31 -0.62
C -0.71 -4.17 -1.54
C -0.03 -5.32 -1.85
C 1.17 -5.61 -1.18
C 1.62 -4.73 -0.22
C 0.90 -3.58 0.09
S 1.40 -2.43 1.25
H -1.64 -3.88 -2.01
H -0.42 -5.98 -2.60
H 1.73 -6.50 -1.42
H 2.54 -4.90 0.31
Cl 0.04 -1.97 4.14
C -1.36 -2.68 3.43
C -1.75 -2.10 2.22
C -2.91 -2.65 1.66
Cl -3.49 -1.93 0.20
C -3.61 -3.71 2.22
Cl -5.02 -4.34 1.45
C -3.16 -4.27 3.41
Cl -3.96 -5.62 4.10
C -2.03 -3.73 4.04
Cl -1.48 -4.39 5.52
C -3.92 0.41 2.28
P -2.42 0.79 1.28
C -3.19 1.54 -0.21
C -1.87 2.32 2.15
C -0.99 1.91 3.32
P 0.54 1.04 2.62
C 1.46 0.97 4.21
C 1.23 2.54 1.81
H -4.39 1.35 2.57
H -3.65 -0.16 3.16
H -4.63 -0.16 1.69
H -2.40 1.89 -0.87
H -3.78 0.78 -0.73
H -3.83 2.37 0.09
H -2.73 2.92 2.45
H -1.29 2.91 1.43
H -1.53 1.22 3.97
H -0.71 2.79 3.91
H 1.67 2.00 4.50
H 2.39 0.43 4.09
H 0.85 0.49 4.97
H 0.82 3.44 2.27
H 1.00 2.53 0.74
H 2.31 2.54 1.92
C -1.84 3.90 -4.03
C -0.46 3.52 -3.60
C 0.05 3.94 -2.38
C 1.33 3.57 -1.98
C 2.09 2.77 -2.79
C 1.62 2.36 -4.02
C 0.34 2.73 -4.42
S 3.74 2.30 -2.27
O 4.65 2.51 -3.36
O 4.01 2.94 -1.02
N 3.65 0.61 -2.12
C 3.25 0.05 -0.84
C 4.21 0.22 0.33
C 3.46 0.10 1.68
O 4.09 -0.01 2.71
O 2.17 0.13 1.59
H -2.19 4.77 -3.50
H -2.54 3.09 -3.82
H -1.88 4.09 -5.10
H -0.54 4.58 -1.74
H 1.75 3.90 -1.04
H 2.25 1.76 -4.67
H -0.03 2.40 -5.38
H 4.53 0.25 -2.46
H 3.04 -1.02 -0.99
H 2.32 0.55 -0.57
H 4.63 1.23 0.29
H 5.03 -0.50 0.31
N -1.15 -0.89 -2.81
C 0.00 -0.32 -2.40
N 1.11 -0.52 -3.12
S -0.02 0.74 -1.10
H -1.13 -1.62 -3.51
H -1.86 -0.99 -2.09
H 1.11 -1.15 -3.90
H 1.98 -0.07 -2.85
```

The value obtained for the highest occupied orbital energy (spin up / spin down) is -0.251 / -0.295 Eh. The HOMO-LUMO gap (spin up / spin down) comes out at 6.61 / 7.72 eV. For the largest force on an atom, the calculation gives 1.852 eV/A. The spin multiplicity is 4. The calculated total energy comes out at -5929.11573 Ha. The total charge is 0. Its energy relative to the best compared isomer or geometry (same formula, charge and spin) is 47.0 kcal/mol.

These are the Löwdin partial charges, in e, on atoms 1 to 2: number 1, W, carries 0.87; number 2, O, carries -0.44


Record 3
Formula: C28H36F3FeN3S3Sb
Source: the OMol25 dataset
Level of theory: ωB97M-V with the def2-TZVPD basis set

The geometry in XYZ format:
```
75
C28H36F3FeN3S3Sb | the OMol25 dataset | ωB97M-V with the def2-TZVPD basis set
Fe 0.63 0.29 0.12
C -0.88 -1.84 1.74
N 0.48 -1.90 1.19
C 1.48 -1.87 2.26
C 2.76 -1.14 1.87
N 2.55 0.28 1.59
C 2.15 1.06 2.76
C 3.73 0.91 1.03
C 4.96 0.80 1.66
C 6.07 1.48 1.20
C 5.94 2.30 0.08
C 4.73 2.41 -0.56
C 3.61 1.72 -0.11
S 2.11 1.87 -0.96
C 0.62 -3.06 0.34
C 0.31 -4.33 0.80
C 0.39 -5.44 -0.02
C 0.77 -5.28 -1.35
C 1.09 -4.03 -1.82
C 1.05 -2.91 -0.99
S 1.56 -1.37 -1.61
H -1.09 -2.63 2.47
H -1.60 -1.93 0.92
H -1.02 -0.87 2.23
H 1.76 -2.89 2.57
H 1.04 -1.36 3.12
H 3.19 -1.59 0.96
H 3.48 -1.28 2.69
H 2.88 0.97 3.58
H 1.17 0.75 3.11
H 2.09 2.11 2.48
H 5.05 0.19 2.55
H 7.01 1.39 1.72
H 6.81 2.84 -0.29
H 4.62 3.03 -1.44
H -0.01 -4.47 1.83
H 0.14 -6.42 0.36
H 0.82 -6.14 -2.01
H 1.37 -3.89 -2.86
F -3.64 4.52 4.06
C -2.92 3.37 3.98
F -2.24 3.33 5.14
F -3.84 2.39 4.04
C -2.07 3.31 2.75
C -2.04 4.36 1.87
C -1.31 4.24 0.70
C -0.69 3.03 0.45
N -0.67 2.01 1.29
C -1.30 2.13 2.49
S -1.18 0.92 3.64
H -2.59 5.27 2.08
H -1.23 5.06 0.00
H -0.15 2.87 -0.48
C -1.60 -0.44 -4.86
C -0.80 0.31 -3.81
Sb -1.37 0.07 -1.69
C -3.19 1.35 -1.68
C -3.94 1.58 -2.98
C -2.25 -1.95 -1.90
C -3.72 -2.02 -2.26
H -1.20 -0.20 -5.85
H -2.65 -0.16 -4.85
H -1.53 -1.51 -4.73
H -0.82 1.38 -4.01
H 0.24 -0.02 -3.84
H -2.84 2.30 -1.29
H -3.86 0.92 -0.93
H -3.26 1.93 -3.75
H -4.71 2.34 -2.84
H -4.42 0.67 -3.32
H -2.09 -2.45 -0.94
H -1.64 -2.47 -2.63
H -4.32 -1.44 -1.57
H -4.06 -3.06 -2.22
H -3.89 -1.65 -3.27
```

The value obtained for the highest occupied orbital energy (spin up / spin down) is -0.162 / -0.164 Eh. The HOMO-LUMO gap (spin up / spin down) comes out at 7.06 / 7.12 eV. For the largest force on an atom, the calculation gives 1.487 eV/A. The spin multiplicity is 5. The calculated total energy comes out at -4251.05086 Ha. The total charge is -1. Its energy relative to the best compared isomer or geometry (same formula, charge and spin) is 10.2 kcal/mol.

These are the Löwdin partial charges, in e, on atoms 1 to 2: number 1, Fe, carries 0.24; number 2, C, carries -0.11